C37H88BrN5O2 | ωB97M-V/def2-TZVPD

XYZ file:
```
133
Properties=species:S:1:pos:R:3:forces:R:3:mulliken_charge:R:1
C -6.0954 11.4023 -2.7038 -0.2 0.0 0.2 -1.20
C -5.3050 10.1698 -2.3694 -0.6 -1.5 -0.3 -0.60
C -6.1970 8.8743 -2.3703 0.4 0.6 0.3 -0.80
C -7.1369 8.6342 -1.2012 0.4 -1.7 0.7 -0.49
N -7.3551 7.1058 -0.8927 -0.1 0.1 -1.6 -0.08
C -6.1574 6.3619 -0.2764 -0.6 -0.3 -0.7 -0.50
C -6.7659 5.1509 0.4679 -0.5 1.5 0.9 -0.48
C -8.2674 5.4706 0.5403 -1.4 0.0 1.0 -0.71
C -8.4837 6.9200 0.0854 0.2 -0.9 -0.8 -0.66
C -7.7208 6.3569 -2.1927 -0.2 0.3 1.2 -0.99
H -6.5653 11.2546 -3.6761 0.2 0.3 -0.2 0.35
H -5.4082 12.2485 -2.7070 -0.4 0.2 -0.1 0.36
H -6.9249 11.5482 -2.0119 0.2 0.3 0.2 0.33
H -4.7184 10.2516 -1.4544 0.0 0.0 0.0 0.38
H -4.6380 9.9754 -3.2093 0.4 0.1 0.2 0.29
H -5.5387 8.0133 -2.4862 0.1 0.0 -0.1 0.42
H -6.8589 8.9481 -3.2332 0.3 -0.2 -0.4 0.40
H -8.1241 9.0099 -1.4701 0.0 0.1 0.7 0.43
H -6.7732 8.8678 -0.2006 -0.1 1.2 -0.3 0.38
H -5.4864 5.9981 -1.0545 0.0 0.6 -0.1 0.32
H -5.6545 7.0487 0.4044 0.0 0.0 -0.1 0.46
H -6.6494 4.1518 0.0480 0.6 0.4 -0.1 0.34
H -6.3423 5.2587 1.4665 0.0 -0.8 0.0 0.30
H -8.8289 4.6699 0.0591 -0.2 0.5 -0.6 0.31
H -8.7285 5.4951 1.5277 0.6 -0.5 0.4 0.39
H -9.4040 7.1535 -0.4501 -0.1 -0.3 0.1 0.45
H -8.4596 7.5863 0.9477 0.7 0.2 -0.2 0.44
H -8.7266 6.6270 -2.5145 0.2 0.5 -0.1 0.33
H -7.8192 5.3026 -1.9343 0.6 0.0 -0.3 0.44
H -6.9434 6.6179 -2.9108 -0.4 -0.5 0.0 0.41
C 5.2993 -8.7103 -2.7584 1.3 -1.6 0.3 -1.22
C 6.6870 -8.8258 -1.8960 -0.8 0.5 0.4 -0.51
C 7.0314 -10.1052 -1.0873 -1.6 -1.6 -0.5 -0.40
C 8.4425 -10.3142 -0.5071 -0.6 -0.1 -1.1 -0.86
N 8.6964 -11.8042 -0.1384 -0.5 -0.4 0.5 0.06
C 10.1366 -12.0575 0.3479 -1.0 -0.1 0.8 -0.54
C 10.4069 -13.5736 0.1135 0.8 0.5 0.6 -0.74
C 9.4382 -13.9739 -0.9806 0.9 -2.1 -0.1 -0.62
C 8.7532 -12.7635 -1.3726 -2.5 2.6 -0.6 -0.58
C 7.6861 -12.3279 0.9524 0.4 0.3 -1.4 -0.90
H 4.4062 -8.9097 -2.1661 0.2 0.0 0.4 0.31
H 5.2779 -9.4632 -3.5463 0.2 -0.3 0.0 0.34
H 5.0954 -7.7950 -3.3140 0.7 0.4 0.5 0.37
H 6.5773 -8.0401 -1.1486 0.5 0.4 -0.2 0.29
H 7.6052 -8.7082 -2.4716 -0.4 0.8 -0.5 0.34
H 6.8186 -10.9483 -1.7445 0.2 -0.2 -0.4 0.32
H 6.2973 -10.2982 -0.3051 -0.1 0.4 0.3 0.38
H 8.5774 -9.5918 0.2980 0.4 -0.7 0.6 0.38
H 9.1784 -10.0683 -1.2726 0.2 -0.1 0.0 0.40
H 10.1205 -11.7416 1.3910 0.5 0.0 -0.1 0.43
H 10.7699 -11.4098 -0.2585 0.0 -0.1 0.1 0.43
H 10.3591 -14.2171 0.9920 -0.5 0.4 0.2 0.31
H 11.4546 -13.6888 -0.1643 -0.1 0.1 -0.4 0.36
H 8.7019 -14.7426 -0.7463 0.0 0.1 0.8 0.36
H 9.9467 -14.4813 -1.8005 0.2 0.5 -0.3 0.41
H 7.7260 -13.0003 -1.6500 0.0 0.4 -0.3 0.37
H 9.2045 -12.1232 -2.1305 0.2 -0.3 -0.2 0.41
H 6.6881 -12.5578 0.5793 0.3 -0.1 -0.9 0.34
H 7.4474 -11.5330 1.6589 1.0 -0.2 0.4 0.34
H 8.1194 -13.2710 1.2856 -0.1 0.4 0.6 0.42
C 2.4559 0.1552 -4.7145 -1.8 0.5 -1.2 -1.12
C 2.2714 -0.0561 -3.2732 0.0 -1.2 0.8 -0.72
C 1.3683 0.9214 -2.5254 0.9 1.0 2.1 -0.57
C 2.0651 2.2981 -2.3035 0.4 -0.2 0.0 -1.02
N 1.2531 3.3904 -1.6343 -0.5 0.6 1.6 0.12
C 0.3391 4.0400 -2.6523 -0.5 -0.5 0.4 -0.43
C 1.2458 4.9115 -3.5128 -0.4 -1.9 -0.5 -0.79
C 2.3374 5.3514 -2.5497 -0.8 1.2 0.0 -0.37
C 2.1306 4.5743 -1.2386 1.2 -0.1 -0.6 -0.79
C 0.5918 2.8645 -0.3036 -0.2 -0.6 -2.2 -1.04
H 2.6100 1.2165 -4.9092 0.7 -0.2 -0.6 0.27
H 1.4622 -0.0718 -5.1006 0.0 0.2 -0.8 0.27
H 3.1255 -0.5720 -5.1738 0.3 0.6 0.0 0.37
H 3.2814 -0.1935 -2.8870 -0.2 0.4 1.1 0.39
H 1.7974 -1.0348 -3.1979 0.1 -0.2 0.4 0.36
H 1.2739 0.5711 -1.4975 0.2 -0.5 0.1 0.42
H 0.3053 0.9841 -2.7584 0.1 0.1 -1.2 0.48
H 2.4906 2.7022 -3.2221 -0.3 0.2 0.0 0.47
H 2.9266 2.1855 -1.6453 0.0 -0.4 0.1 0.49
H -0.3871 4.6081 -2.0710 -0.2 0.0 -0.2 0.45
H -0.1097 3.2280 -3.2245 -0.4 0.2 0.1 0.34
H 0.6895 5.6440 -4.0975 0.1 0.4 0.5 0.45
H 1.6062 4.2202 -4.2747 0.4 0.2 -0.1 0.29
H 2.0333 6.3766 -2.3385 1.0 0.3 0.1 0.31
H 3.3186 5.2840 -3.0197 0.0 0.1 0.4 0.36
H 1.7035 5.1926 -0.4490 -0.8 -0.3 -0.3 0.40
H 3.0627 4.2594 -0.7694 0.0 -0.5 -0.3 0.40
H 1.4154 2.5158 0.3193 -0.2 0.3 0.2 0.45
H -0.0447 2.0282 -0.5929 0.3 -0.3 0.0 0.39
H -0.1438 3.5432 0.1280 0.8 0.7 0.0 0.35
C -5.8091 -4.3896 -2.2449 -0.1 1.1 -1.6 -0.93
N -5.6852 -2.9525 -2.8294 -0.3 -0.5 -0.1 -0.13
C -4.2205 -2.7009 -3.2275 -1.0 0.3 -0.5 -0.80
C -6.5589 -2.7405 -4.1229 1.0 -1.1 0.7 -0.85
C -6.2287 -1.9380 -1.8162 1.4 0.0 0.4 -0.58
C -5.5204 -1.9606 -0.4290 -0.7 -1.0 -0.3 -0.61
O -4.1726 -1.5325 -0.4687 -0.4 0.5 -0.5 -0.48
H -4.9817 -4.5456 -1.5526 -0.5 0.1 0.2 0.40
H -5.6936 -5.0670 -3.0910 0.1 0.0 0.1 0.42
H -6.8337 -4.4809 -1.8843 0.3 -0.1 0.4 0.35
H -4.0922 -3.1478 -4.2134 0.0 0.0 0.1 0.38
H -3.4714 -3.1317 -2.5631 -0.5 0.2 0.3 0.31
H -4.1413 -1.6184 -3.3270 0.4 -0.1 0.1 0.38
H -6.5598 -1.6688 -4.3217 -0.2 -0.3 -0.1 0.39
H -7.5419 -3.2053 -4.0462 -0.1 0.5 0.7 0.38
H -6.1084 -3.3162 -4.9314 0.4 0.3 0.0 0.39
H -7.3050 -2.0971 -1.7501 0.1 -0.3 0.3 0.47
H -6.1001 -0.9539 -2.2668 0.2 0.0 0.0 0.41
H -5.5070 -2.9591 0.0079 -0.4 -0.4 -0.3 0.35
H -6.1567 -1.4140 0.2671 0.1 0.6 -0.1 0.44
H -3.8815 -1.5193 0.4460 0.3 0.1 0.1 0.31
C 1.4472 4.9989 9.8662 -0.1 -0.9 -1.0 -0.90
N 0.7716 4.1068 8.7318 -0.1 2.0 1.0 -0.04
C -0.6509 3.7582 9.2976 1.2 -0.3 -0.8 -0.88
C 0.6095 4.9333 7.4103 0.5 -1.0 1.0 -0.84
C 1.6467 2.8760 8.4382 -0.8 -0.1 1.6 -0.51
C 3.1810 3.0523 8.4282 -0.5 1.4 -2.0 -0.66
O 3.5569 4.0520 7.4348 -0.5 -0.4 1.0 -0.52
H 1.8108 4.3644 10.6745 -0.2 -0.4 -0.2 0.40
H 0.7173 5.6724 10.3153 0.0 0.1 -0.5 0.35
H 2.3235 5.4910 9.4442 -0.3 0.2 -0.1 0.39
H -0.6150 3.2170 10.2431 0.6 0.0 -0.1 0.39
H -1.1271 3.1037 8.5676 -0.2 0.3 0.0 0.36
H -1.1923 4.6845 9.4900 0.1 0.0 -0.4 0.38
H -0.0379 5.7976 7.5585 0.1 -0.2 0.1 0.36
H 0.2261 4.2455 6.6567 -0.3 0.1 0.2 0.37
H 1.6183 5.1837 7.0821 -0.1 0.3 0.3 0.39
H 1.1900 2.4009 7.5700 0.4 0.1 -0.2 0.46
H 1.4047 2.2714 9.3123 0.1 -0.5 -0.1 0.37
H 3.6446 2.1345 8.0666 -0.2 -0.4 0.8 0.44
H 3.5583 3.3892 9.3938 0.0 -0.3 -0.1 0.33
H 3.5671 3.5715 6.6038 0.4 0.1 -0.4 0.34
Br 5.5719 1.4683 2.8824 -0.5 0.1 -0.1 -0.97
```
Positions in Å, forces in eV/Å.

The LUMO energy is -0.2561 Eh. As for the total energy: -121347.0318 eV. The total charge is +4. As for the frontier orbital gap: 3.6384 eV.